[1]
Density functional theory data (ωB97M-V/def2-TZVPD) for 2 unconnected molecules or ions with the total composition C2HClN2O2 at a distorted geometry.

Geometry as ORCA input:
```
! wB97M-V def2-TZVPD RIJCOSX def2/J DEFGRID3
* xyz 0 1
C -1.08 0.55 0.86
C -0.61 0.25 -0.43
N -1.41 0.55 1.98
N 1.20 -0.69 -0.10
O 1.06 -1.85 0.16
O 2.03 0.08 -0.34
Cl -0.11 1.62 -1.32
H -1.08 -0.52 -0.81
*
```

Its strongest force on any atom is 5.6 eV/Å. The calculation puts the energy relative to the best compared isomer or geometry (same formula, charge and spin) at 115.0 kcal per mole. For the orbital gap (spin up / spin down), the calculation gives 8.88 / 8.88 eV. The HOMO energy (spin up / spin down) comes out at -0.3689 / -0.3690 Ha. The value obtained for the molar mass is 120.50 Da. The LUMO energy (spin up / spin down) is -0.0426 / -0.0427 hartree.


[2]
Density functional theory data (ωB97M-V/def2-TZVPD) for a single C2HClN2OS molecule at a distorted geometry.

Geometry as ORCA input:
```
! wB97M-V def2-TZVPD RIJCOSX def2/J DEFGRID3
* xyz 0 1
C 0.71 -0.75 -0.26
C 0.78 0.48 0.32
N -0.99 -0.98 -0.64
N -1.88 -0.21 -0.39
O 1.26 -1.81 -0.47
S -2.27 1.02 0.42
Cl 2.33 1.18 0.33
H 0.05 1.09 0.69
*
```

Its strongest force on any atom is 7.5 eV/Å. The calculation puts the energy relative to the best compared isomer or geometry (same formula, charge and spin) at 88.4 kcal per mole. For the orbital gap (spin up / spin down), the calculation gives 5.83 / 5.65 eV. The HOMO energy (spin up / spin down) comes out at -0.3185 / -0.3141 Ha. The value obtained for the molar mass is 136.56 Da. The LUMO energy (spin up / spin down) is -0.1041 / -0.1064 hartree.


[3]
Density functional theory data (ωB97M-V/def2-TZVPD) for a single C2HClN2S molecule at a distorted geometry.

Geometry as ORCA input:
```
! wB97M-V def2-TZVPD RIJCOSX def2/J DEFGRID3
* xyz 0 1
C 1.20 0.09 -0.02
C 1.45 1.37 0.19
N 0.10 -0.71 -0.01
N -1.04 -0.19 -0.03
S -1.45 1.36 0.02
Cl -2.32 -1.51 0.08
H 2.06 -0.41 -0.22
*
```

Its strongest force on any atom is 3.3 eV/Å. The calculation puts the energy relative to the best compared isomer or geometry (same formula, charge and spin) at 130.3 kcal per mole. For the orbital gap, the calculation gives 8.07 eV. The HOMO energy comes out at -0.3537 Ha. The value obtained for the molar mass is 120.56 Da. The LUMO energy is -0.0570 hartree.


[4]
Density functional theory data (ωB97M-V/def2-TZVPD) for a single C2HClN2S molecule at a distorted geometry.

Geometry as ORCA input:
```
! wB97M-V def2-TZVPD RIJCOSX def2/J DEFGRID3
* xyz 0 1
C -0.52 0.15 -0.09
C 0.82 0.61 -0.03
N -0.99 -1.07 -0.03
N -1.26 -2.17 -0.03
S 1.24 2.19 -0.02
Cl 2.15 -0.55 -0.01
H -1.46 0.84 0.21
*
```

Its strongest force on any atom is 4.6 eV/Å. The calculation puts the energy relative to the best compared isomer or geometry (same formula, charge and spin) at 23.3 kcal per mole. For the orbital gap, the calculation gives 8.15 eV. The HOMO energy comes out at -0.3320 Ha. The value obtained for the molar mass is 120.56 Da. The LUMO energy is -0.0326 hartree.


[5]
Density functional theory data (ωB97M-V/def2-TZVPD) for a gas-phase ion, C2HClNO2 (charge -1) at a distorted geometry.

Geometry as ORCA input:
```
! wB97M-V def2-TZVPD RIJCOSX def2/J DEFGRID3
* xyz -1 1
H -0.75 0.45 -1.95
N -0.47 1.12 -1.28
C 0.33 -0.19 -0.28
Cl 0.02 -1.68 -1.13
C 0.37 0.04 1.20
O -0.67 -0.47 1.66
O 1.17 0.73 1.77
*
```

The SMILES is [H]/N=C(\Cl)C(=O)[O-]. Its strongest force on any atom is 7.6 eV/Å. The calculation puts the energy relative to the best compared isomer or geometry (same formula, charge and spin) at 120.7 kcal per mole. For the orbital gap (spin up / spin down), the calculation gives 7.51 / 8.42 eV. The HOMO energy (spin up / spin down) comes out at -0.1482 / -0.1815 Ha. The value obtained for the molar mass is 106.49 Da. The LUMO energy (spin up / spin down) is 0.1277 / 0.1277 hartree.


[6]
Density functional theory data (ωB97M-V/def2-TZVPD) for a single C2HClO molecule at a distorted geometry.

Geometry as ORCA input:
```
! wB97M-V def2-TZVPD RIJCOSX def2/J DEFGRID3
* xyz 0 1
C 0.78 0.29 0.47
C -0.30 -0.20 -0.11
O -0.11 -1.36 -0.41
Cl -2.09 0.46 -0.10
H 1.72 0.81 0.15
*
```

Its strongest force on any atom is 3.7 eV/Å. The calculation puts the energy relative to the best compared isomer or geometry (same formula, charge and spin) at 73.9 kcal per mole. For the orbital gap, the calculation gives 8.33 eV. The HOMO energy comes out at -0.3791 Ha. The value obtained for the molar mass is 76.48 Da. The LUMO energy is -0.0731 hartree.


[7]
Density functional theory data (ωB97M-V/def2-TZVPD) for a single C2HClO4 molecule at a distorted geometry.

Geometry as ORCA input:
```
! wB97M-V def2-TZVPD RIJCOSX def2/J DEFGRID3
* xyz 0 1
C 1.30 0.81 -0.99
C -0.69 -0.27 0.06
O 1.71 0.73 -2.09
O 1.37 1.09 0.20
O 0.23 0.85 0.93
O -0.46 -1.50 0.51
Cl -2.26 0.22 0.38
H -1.19 -1.92 1.01
*
```

Its strongest force on any atom is 5.0 eV/Å. The calculation puts the energy relative to the best compared isomer or geometry (same formula, charge and spin) at 185.9 kcal per mole. For the orbital gap (spin up / spin down), the calculation gives 8.21 / 8.21 eV. The HOMO energy (spin up / spin down) comes out at -0.3180 / -0.3181 Ha. The value obtained for the molar mass is 124.48 Da. The LUMO energy (spin up / spin down) is -0.0164 / -0.0163 hartree.


[8]
Density functional theory data (ωB97M-V/def2-TZVPD) for a molecular structure, C2HCoO3 at a distorted geometry.

Geometry as ORCA input:
```
! wB97M-V def2-TZVPD RIJCOSX def2/J DEFGRID3
* xyz 2 5
O -0.56 -0.86 0.08
C -1.80 -0.33 0.01
O -2.13 0.73 0.47
C 0.62 -0.24 -0.37
O 0.61 0.89 -0.80
Co 2.30 -0.29 0.65
H -2.49 -1.08 -0.40
*
```

Its strongest force on any atom is 3.2 eV/Å. The calculation puts the energy relative to the best compared isomer or geometry (same formula, charge and spin) at 8.0 kcal per mole. For the orbital gap (spin up / spin down), the calculation gives 9.14 / 6.01 eV. The HOMO energy (spin up / spin down) comes out at -0.7712 / -0.7711 Ha. The value obtained for the molar mass is 131.96 Da. The LUMO energy (spin up / spin down) is -0.4351 / -0.5502 hartree.